CH5NO3 | wB97M-V/def2-TZVPD

Geometry (Å):
1 C -0.297 -0.176 0.247
2 N 0.996 -0.743 0.312
3 O -0.355 0.893 -0.650
4 O 0.509 1.945 -0.162
5 O -1.338 -1.010 -0.305
6 H -0.105 2.591 0.220
7 H -1.188 -1.106 -1.255
8 H -0.632 0.094 1.258
9 H 1.041 -1.532 0.939
10 H 1.370 -0.957 -0.605

Calculated values
SMILES: N[C@H](O)OO
Charge: 0
HOMO-LUMO gap (eV): 10.9
Lowest unoccupied orbital energy (eV): 0.9

Taken from the natural (NBO) analysis, the atomic charges in e are:
1 C 0.49
2 N -0.85
3 O -0.29
4 O -0.45
5 O -0.72
6 H 0.46
7 H 0.47
8 H 0.15
9 H 0.38
10 H 0.37

=====

CH5NO3P | wB97M-V/def2-TZVPD

Geometry (Å):
1 C 1.497 -0.947 0.966
2 N -0.917 0.319 -1.719
3 O 0.355 0.525 0.610
4 O -1.987 1.563 0.233
5 O 2.265 -0.647 1.853
6 P -1.328 0.246 0.034
7 H 0.427 -1.557 1.102
8 H 1.765 -0.942 -0.084
9 H -1.625 0.933 -2.177
10 H -0.913 -0.507 -2.258
11 H 0.460 1.014 1.439

Calculated values
Charge: -1
HOMO-LUMO gap (eV): 7.8
Lowest unoccupied orbital energy (eV): 4.3

Taken from the natural (NBO) analysis, the atomic charges in e are:
1 C 0.31
2 N -1.22
3 O -0.97
4 O -1.20
5 O -0.70
6 P 1.40
7 H 0.07
8 H 0.10
9 H 0.37
10 H 0.35
11 H 0.49

=====

CH5NOP2 | wB97M-V/def2-TZVPD

Geometry (Å):
1 C -1.332 -0.695 0.806
2 N -0.100 -2.429 -1.149
3 O 0.116 1.402 -0.851
4 P -0.256 -1.063 -0.636
5 P 1.554 1.852 -0.788
6 H -0.721 0.056 1.370
7 H -2.165 -0.102 0.422
8 H -1.583 -1.455 1.503
9 H 2.466 0.902 -1.211
10 H 2.019 1.533 0.533

Calculated values
Charge: 0
HOMO-LUMO gap (alpha / beta) (eV): 5.9 / 8.4
Lowest unoccupied orbital energy (alpha / beta) (eV): -2.4 / -1.2

Taken from the natural (NBO) analysis, the atomic charges in e are:
1 C -0.97
2 N -0.82
3 O -0.92
4 P 1.19
5 P 0.94
6 H 0.25
7 H 0.26
8 H 0.25
9 H -0.08
10 H -0.11

=====

CH5NOS | wB97M-V/def2-TZVPD

Geometry (Å):
1 S -1.748 -1.298 0.359
2 H -1.868 -2.195 -0.665
3 H -2.508 -0.450 -0.364
4 C 1.656 0.646 -0.109
5 N 0.705 1.383 0.564
6 O 1.842 0.798 -1.286
7 H 2.293 0.092 0.593
8 H 0.260 2.021 -0.083
9 H 0.257 1.159 1.439

Calculated values
SMILES: NC=O.S
Charge: 0
HOMO-LUMO gap (eV): 10.6
Lowest unoccupied orbital energy (eV): 0.7

Taken from the natural (NBO) analysis, the atomic charges in e are:
1 S -0.30
2 H 0.16
3 H 0.15
4 C 0.53
5 N -0.84
6 O -0.59
7 H 0.11
8 H 0.39
9 H 0.40

=====

CH5NOS | wB97M-V/def2-TZVPD

Geometry (Å):
1 C -0.249 0.484 -0.306
2 N 0.085 -0.256 0.995
3 O -0.527 0.020 -1.703
4 S 1.461 -1.260 0.894
5 H 0.467 1.359 -0.482
6 H 2.169 -0.173 1.083
7 H -1.261 0.846 0.089
8 H -0.695 -0.952 1.192
9 H -1.450 -0.067 -1.761

Calculated values
SMILES: OCNS
Charge: 0
HOMO-LUMO gap (eV): 9.5
Lowest unoccupied orbital energy (eV): 0.7

Taken from the natural (NBO) analysis, the atomic charges in e are:
1 C 0.06
2 N -0.76
3 O -0.72
4 S 0.15
5 H 0.18
6 H 0.10
7 H 0.16
8 H 0.37
9 H 0.46

=====

CH5NOS2 | wB97M-V/def2-TZVPD

Geometry (Å):
1 S -1.693 -0.135 0.389
2 S -1.541 1.869 0.840
3 H -3.026 -0.274 0.394
4 H -1.513 1.749 2.149
5 C 1.903 -1.069 -0.854
6 N 3.029 -1.145 -0.070
7 O 1.772 -1.598 -1.930
8 H 1.097 -0.524 -0.351
9 H 3.864 -1.464 -0.536
10 H 3.130 -0.393 0.594

Calculated values
SMILES: NC=O.SS
Charge: 0
HOMO-LUMO gap (eV): 10.2
Lowest unoccupied orbital energy (eV): 0.3

Taken from the natural (NBO) analysis, the atomic charges in e are:
1 S -0.13
2 S -0.11
3 H 0.13
4 H 0.12
5 C 0.53
6 N -0.83
7 O -0.59
8 H 0.10
9 H 0.39
10 H 0.39

=====

Relative energy (zero: lowest compared OMol25 entry of this formula, charge and spin) per entry: 93.5, 35.4, 87.5, 7.5, 50.4, 4.3 kcal per mole